#A
Density functional theory data (wB97M-V/def2-TZVPD) for a 9-piece molecular cluster, C4H27N3O9 overall.

CARTESIAN COORDINATES (ANGSTROEM)
O: 2.54 -0.95 -2.17
O: 1.15 -3.06 1.60
O: 2.82 2.43 -2.64
O: -0.51 -0.75 -3.04
O: 0.76 0.22 -0.68
O: -2.98 -0.04 -0.69
O: -0.95 -1.54 2.48
O: 1.28 -3.68 -2.68
O: -0.67 -4.44 -0.65
N: -0.59 1.10 0.82
N: 1.60 3.19 0.31
N: -3.28 1.33 1.92
C: -0.84 1.67 2.13
C: -2.22 2.33 2.01
C: 0.65 0.98 0.28
C: 1.77 1.82 0.81
H: -3.16 0.57 -1.42
H: -1.18 0.36 0.48
H: -0.11 2.32 2.62
H: 1.98 2.34 -3.12
H: 0.39 -1.05 -2.91
H: 0.46 -3.41 1.03
H: -0.11 -4.67 0.09
H: 1.82 -2.92 -2.40
H: 2.52 2.76 -1.78
H: -0.24 -2.21 2.38
H: 2.25 3.94 0.48
H: -2.43 2.98 2.86
H: 2.73 1.49 0.39
H: 3.09 -0.40 -2.74
H: -0.87 0.91 2.91
H: 1.21 3.20 -0.61
H: -1.09 -0.95 -2.30
H: 2.10 -0.40 -1.48
H: -3.78 1.34 2.79
H: -2.99 0.40 1.68
H: 1.90 1.77 1.88
H: -0.16 -4.74 -1.42
H: 1.84 -2.72 1.02
H: 0.44 -3.19 -2.66
H: -1.12 -1.30 1.56
H: -3.85 -0.01 -0.28
H: -2.17 3.01 1.16

The calculation puts the LUMO energy at 0.0115 Ha. As for the HOMO energy: -9.5 eV. For the HOMO-LUMO gap, the calculation gives 0.36172 hartree.

#B
Density functional theory data (wB97M-V/def2-TZVPD) for a 9-piece molecular cluster, C4H27N3O9 overall.

CARTESIAN COORDINATES (ANGSTROEM)
O: -0.37 3.70 2.38
O: 1.44 -2.49 -1.42
O: -1.51 -3.03 -1.36
O: -0.59 0.77 2.09
O: 1.31 -4.42 0.60
O: -0.04 0.86 4.79
O: 3.05 0.99 1.97
O: -2.80 -0.08 -1.76
O: -1.48 -1.81 -3.73
N: 2.66 0.73 -1.65
N: 0.03 0.20 0.00
N: -1.52 -1.09 1.30
C: -0.35 2.62 -0.29
C: 0.69 1.47 -0.21
C: 1.43 1.52 -1.51
C: -0.69 -0.02 1.14
H: -2.16 -3.72 -1.17
H: 0.26 3.52 -0.13
H: -0.24 2.97 1.76
H: -1.39 -1.98 0.83
H: 3.20 0.68 -0.80
H: -2.80 0.70 -1.20
H: -0.88 0.42 4.62
H: -1.18 2.65 0.40
H: 2.15 -4.11 0.23
H: 0.58 -2.91 -1.53
H: 2.11 1.06 1.83
H: 3.04 1.23 2.91
H: -2.12 -1.05 2.10
H: 2.41 -0.21 -1.94
H: -0.95 3.45 3.11
H: 1.70 2.61 -1.67
H: -0.34 -0.30 -0.80
H: -0.74 2.71 -1.34
H: 0.68 -4.31 -0.11
H: -3.56 -0.59 -1.48
H: -0.58 -1.77 -4.05
H: -1.86 -0.97 -3.40
H: 1.16 1.60 0.79
H: 1.27 -1.70 -0.91
H: -1.85 -2.52 -2.12
H: 0.75 1.17 -2.28
H: 0.09 1.43 4.02

The calculation puts the LUMO energy at -0.0108 Ha. As for the HOMO energy: -9.6 eV. For the HOMO-LUMO gap, the calculation gives 0.34249 hartree.

Top of the stability list: #B, leading by 18.9 kcal/mol.

#A
Density functional theory data (wB97M-V/def2-TZVPD) for one molecule with the formula C2HClO4.

CARTESIAN COORDINATES (ANGSTROEM)
Cl: 0.15 -2.04 -0.04
O: -1.40 0.00 0.59
O: -0.21 0.20 -1.38
O: 1.26 1.14 -0.82
O: 1.63 0.61 1.34
C: 1.01 0.54 0.33
C: -0.27 -0.25 -0.09
H: -2.18 -0.21 0.07

The calculation puts the LUMO energy (spin up / spin down) at -0.1200 / -0.1226 Ha. As for the HOMO energy (spin up / spin down): -11.4 / -11.5 eV. For the HOMO-LUMO gap (spin up / spin down), the calculation gives 0.29928 / 0.30079 hartree.

#B
Density functional theory data (wB97M-V/def2-TZVPD) for one molecule with the formula C2HClO4.

CARTESIAN COORDINATES (ANGSTROEM)
Cl: 1.06 2.20 0.01
O: 3.47 -0.73 -1.15
O: 2.79 -0.70 1.06
O: 1.46 -0.21 1.32
O: 0.07 -0.23 -0.54
C: 1.10 0.34 0.07
C: 2.71 -0.44 -0.28
H: -0.88 -0.19 -0.12

The calculation puts the LUMO energy at 0.0074 Ha. As for the HOMO energy: -10.8 eV. For the HOMO-LUMO gap, the calculation gives 0.40505 hartree.

Top of the stability list: #A, leading by 1.5 kcal/mol.

#A
Density functional theory data (wB97M-V/def2-TZVPD) for C36H57MoN11O6PSe as an isolated structure.

CARTESIAN COORDINATES (ANGSTROEM)
Mo: 1.12 0.34 0.29
Se: 2.24 -1.46 -2.46
P: -3.06 -1.75 2.01
O: 2.91 3.48 -1.63
O: 1.69 3.32 3.02
O: 1.45 1.89 -1.06
O: -0.17 -0.13 -1.17
O: -1.11 -0.58 -3.10
O: -1.83 -1.24 1.30
N: 4.41 -4.26 1.66
N: -0.50 1.03 1.52
N: 2.47 -3.06 2.67
N: -0.62 -0.43 -7.14
N: 0.18 0.59 -5.24
N: 1.34 -1.17 1.65
N: 0.52 1.57 -7.31
N: 2.00 1.77 1.35
N: 3.83 -2.18 -2.64
N: 2.67 -0.73 -0.87
N: -1.30 2.44 -1.12
C: 1.93 -2.09 2.10
C: 0.05 1.57 2.77
C: -2.56 -4.22 0.90
C: -4.43 -2.86 -0.16
C: -5.02 1.81 1.20
C: -2.78 -5.00 -0.39
C: 3.50 -3.70 2.10
C: -3.72 -3.23 1.16
C: -0.94 0.19 -2.16
C: 2.44 2.72 -0.81
C: -3.84 -2.78 4.55
C: -1.72 2.16 -3.59
C: -2.14 -3.71 6.18
C: -5.77 -0.86 2.43
C: -4.29 0.50 0.87
C: 0.68 1.71 -4.44
C: -6.26 1.58 2.08
C: -6.79 0.16 1.90
C: -1.70 1.53 -2.18
C: 4.60 -0.73 0.63
C: 2.93 2.62 0.63
C: 4.55 -1.90 -1.57
C: 5.86 -1.22 0.79
C: 5.89 -2.37 -1.35
C: -4.32 -0.42 2.10
C: -1.38 -2.97 3.86
C: -3.38 -4.00 5.35
C: -3.41 -2.70 -1.29
C: -0.40 2.74 -4.11
C: 3.91 -1.08 -0.57
C: -2.75 -4.06 -1.61
C: 0.03 0.58 -6.55
C: -2.67 -2.16 3.73
C: 6.50 -2.04 -0.20
C: -1.00 -3.08 5.34
C: 1.33 2.33 2.43
H: 0.03 3.43 -3.38
H: -1.50 -3.96 3.44
H: -2.73 1.21 -1.97
H: -5.04 -1.96 -0.05
H: 0.30 0.74 3.43
H: -5.87 -0.95 3.51
H: -2.12 1.43 -4.29
H: 0.49 1.51 -8.31
H: -3.26 -4.54 -2.44
H: -0.99 -1.18 -6.58
H: -0.35 2.75 -1.28
H: -3.26 0.70 0.57
H: -0.58 -2.48 3.29
H: -0.78 -2.08 5.71
H: -1.09 0.18 1.63
H: 6.40 -0.99 1.70
H: -7.03 2.31 1.85
H: -2.45 2.97 -3.55
H: -0.35 -0.10 -4.69
H: -4.67 -3.06 3.90
H: -0.68 -0.51 -8.13
H: 1.09 1.29 -3.53
H: -2.01 -5.77 -0.50
H: -2.41 -3.04 7.00
H: -5.13 -3.66 -0.41
H: -5.31 2.30 0.26
H: -4.76 0.01 0.02
H: -1.72 -3.89 -1.92
H: -2.44 -1.16 4.15
H: -1.79 -4.64 6.64
H: 1.53 2.17 -4.94
H: -1.90 3.26 -1.14
H: -6.00 1.72 3.14
H: -3.74 -5.52 -0.34
H: -4.33 2.50 1.70
H: 1.06 2.31 -6.90
H: -6.99 -0.02 0.84
H: -4.45 -3.69 1.83
H: -3.19 -4.83 4.66
H: -5.99 -1.85 2.01
H: -1.03 1.71 0.96
H: 3.95 2.21 0.62
H: -1.61 -3.67 0.83
H: 2.99 3.61 1.08
H: 4.12 -0.12 1.38
H: -0.08 -3.65 5.44
H: -4.24 -2.03 5.24
H: -3.95 0.18 2.94
H: -4.20 -4.33 5.99
H: 7.50 -2.40 0.01
H: -3.89 -2.30 -2.18
H: 6.35 -2.99 -2.10
H: -0.63 2.24 3.29
H: -0.62 3.34 -5.00
H: -2.47 -4.91 1.74
H: -7.73 0.02 2.42
H: -2.66 -1.98 -0.98

The spin multiplicity is 3. The calculation puts the LUMO energy (spin up / spin down) at -0.1284 / -0.1307 Ha. As for the HOMO energy (spin up / spin down): -10.7 / -11.2 eV. For the HOMO-LUMO gap (spin up / spin down), the calculation gives 0.26448 / 0.28158 hartree. Its net charge is +1.

#B
Density functional theory data (wB97M-V/def2-TZVPD) for C36H57MoN11O6PSe as an isolated structure.

CARTESIAN COORDINATES (ANGSTROEM)
Mo: 0.17 0.37 -0.22
Se: 2.86 -0.98 -1.93
P: -0.88 -2.05 2.73
O: 3.69 -1.30 1.68
O: -2.33 2.42 -2.87
O: -1.00 -1.26 1.45
O: 1.61 -0.89 1.02
O: -0.46 3.71 1.66
O: -0.79 1.57 1.14
N: -0.36 -3.58 -2.19
N: 1.74 1.61 1.00
N: 7.54 0.32 -0.53
N: 6.34 -1.66 -0.51
N: 1.99 0.55 -1.51
N: -1.00 -5.71 -1.12
N: -1.88 -0.22 -0.70
N: 0.27 -1.39 -1.36
N: 5.89 -0.05 1.05
N: -0.69 1.89 -1.36
N: 4.23 -0.10 -2.59
C: 6.09 1.18 1.80
C: 3.03 0.98 1.29
C: -3.64 -2.04 3.21
C: -0.38 -0.37 6.56
C: 0.53 -3.21 2.72
C: -1.32 0.39 4.13
C: 5.07 1.20 2.94
C: 1.92 -5.83 2.48
C: -2.20 0.16 -2.08
C: 4.56 3.50 -2.83
C: -2.66 -4.02 1.94
C: 0.72 -3.89 1.35
C: -4.14 -4.38 1.86
C: -0.68 -4.71 -1.59
C: -2.42 -2.97 3.05
C: -0.48 -0.90 4.08
C: -1.73 1.61 -2.21
C: -0.05 -2.49 -1.67
C: -4.98 -3.18 1.41
C: 0.68 -5.68 3.36
C: 2.77 -0.53 1.35
C: 2.73 1.57 -1.92
C: 4.90 2.20 -2.98
C: -4.36 -1.85 1.88
C: 6.58 -0.45 0.01
C: 2.41 2.96 -1.81
C: -0.71 2.87 0.84
C: -0.37 -1.49 5.50
C: 0.55 -4.25 3.88
C: -0.87 3.15 -0.65
C: 3.31 3.87 -2.25
C: 3.66 1.63 2.53
C: -0.50 1.47 4.84
C: 4.00 1.20 -2.52
C: 0.31 0.88 6.02
C: 1.98 -4.75 1.37
H: 7.11 1.21 2.20
H: 2.09 -5.23 0.39
H: -0.19 3.96 -0.93
H: 5.95 2.05 1.15
H: 5.60 -2.21 -0.10
H: 0.82 -3.11 0.60
H: -4.33 -2.48 3.93
H: 1.32 0.62 5.69
H: 1.17 1.64 1.85
H: -1.17 2.25 5.19
H: 1.40 -4.03 4.53
H: 1.39 -2.54 2.84
H: 5.07 -0.63 1.35
H: 0.11 -0.72 7.47
H: 2.81 -5.75 3.12
H: -2.34 -3.63 0.97
H: -2.44 0.31 -0.03
H: -0.14 -4.50 1.09
H: -4.28 -5.22 1.18
H: -5.13 -1.08 1.96
H: 0.74 -6.37 4.20
H: -4.47 -4.73 2.84
H: -2.00 -1.20 -0.47
H: 3.68 1.15 0.43
H: -2.28 -3.51 3.99
H: 3.67 2.71 2.34
H: 3.07 4.93 -2.18
H: -1.87 3.55 -0.83
H: 0.43 1.63 6.80
H: 0.53 -0.59 3.77
H: 5.06 0.22 3.41
H: 7.71 1.24 -0.18
H: 6.62 -1.88 -1.45
H: -1.67 -0.50 -2.77
H: -1.60 0.72 3.13
H: 0.56 -2.06 5.59
H: -3.26 0.11 -2.30
H: -3.64 -1.49 1.15
H: -0.34 -4.17 4.51
H: 2.99 1.48 3.38
H: -1.19 -2.19 5.70
H: -5.07 -3.18 0.32
H: 5.42 1.91 3.70
H: -0.21 -5.96 2.79
H: -5.99 -3.27 1.80
H: 1.86 2.59 0.74
H: 0.17 1.95 4.12
H: 5.22 4.28 -3.18
H: 2.84 -4.10 1.51
H: -2.07 -4.91 2.12
H: -2.24 0.20 4.69
H: 1.95 -6.83 2.05
H: 5.83 1.89 -3.45
H: 1.45 3.25 -1.42
H: -3.35 -1.07 3.62
H: -1.40 -0.12 6.84
H: 8.12 -0.03 -1.27

The spin multiplicity is 3. The calculation puts the LUMO energy (spin up / spin down) at -0.1547 / -0.1585 Ha. As for the HOMO energy (spin up / spin down): -10.5 / -11.4 eV. For the HOMO-LUMO gap (spin up / spin down), the calculation gives 0.23075 / 0.26189 hartree. Its net charge is +1.

Top of the stability list: #A, leading by 16.2 kcal/mol.